Below is a cluster of 2 separate species, CH2N4O5 in total at a distorted geometry, with properties calculated with ωB97M-V with the def2-TZVPD basis set.

Summary:
* relative energy (zero: lowest compared OMol25 entry of this formula, charge and spin): 42.9 kcal per mole
* max |F|: 5.05 eV/Å
* HOMO (alpha / beta): -11.28 / -11.28 eV
* HOMO-LUMO gap (alpha / beta): 10.62 / 10.62 eV
* SMILES: O=[N+]([O-])/N=[N+](\[O-])O.N=C=O
* E_tot: -17258.657 eV
* lowest unoccupied orbital energy (alpha / beta): -0.6541 / -0.6544 eV

Bonds (Å) are listed after each position.
Element x y z (Å)
1 N -1.898 -0.979 -0.747  C7 1.166, H11 0.968
2 O 0.532 -2.067 0.363  N6 1.153
3 O 2.396 -1.061 0.215  N6 1.168
4 O 2.073 1.288 -0.807  N8 1.202
5 H -0.559 1.945 0.758  O12 1.129
6 N 1.233 -1.164 0.212  O2 1.153, O3 1.168, N9 1.385
7 C -1.897 -0.191 0.112  N1 1.166, O10 1.164
8 N 1.092 1.113 -0.135  O4 1.202, N9 1.276, O12 1.317
9 N 0.529 0.030 0.235  N6 1.385, N8 1.276
10 O -1.958 0.810 0.702  C7 1.164
11 H -1.908 -1.896 -1.057  N1 0.968
12 O 0.364 2.173 0.149  H5 1.129, N8 1.317

Below is a cluster of 14 separate species, C18H40Cl26F3N6O2S in total at a distorted geometry, with properties calculated with ωB97M-V with the def2-TZVPD basis set.

Summary:
* max |F|: 6.80 eV/Å
* HOMO: -11.75 eV
* HOMO-LUMO gap: 8.58 eV
* total charge: +1
* E_tot: -376911.656 eV
* lowest unoccupied orbital energy: -3.1637 eV

Bonds (Å) are listed after each position.
Element x y z (Å)
1 H -0.361 4.897 -4.675  C49 1.083
2 C -9.989 3.292 -3.317  H30 1.082, Cl62 1.767, H73 1.082, Cl83 1.769
3 N -3.682 -0.793 -0.975  H39 1.008, C58 1.444, H82 1.009
4 Cl -3.435 -1.823 3.844  C88 1.766
5 Cl -1.378 0.201 4.268  C88 1.769
6 Cl -4.155 1.305 -2.886  C43 1.774
7 Cl -2.561 4.413 -4.021  C49 1.767
8 Cl 4.265 2.802 -5.038  C57 1.765
9 C -0.685 -8.773 0.059  H10 1.082, H37 1.083, Cl68 1.772, Cl72 1.761
10 H 0.036 -8.819 -0.746  C9 1.082
11 H 4.916 1.073 4.846  C63 1.082
12 Cl 3.779 -0.087 -5.096  C57 1.773
13 H 0.211 -0.550 -1.897  N89 1.004
14 H -6.322 1.704 -3.722  C43 1.082
15 H -6.256 1.240 2.321  C28 1.083
16 H 6.332 4.088 6.353  C51 1.082
17 H -5.604 3.165 -3.015  C43 1.082
18 Cl 1.977 1.837 4.217  C52 1.773
19 Cl -0.463 1.935 -5.766  C48 1.772
20 O 3.974 -3.064 -0.523  S44 1.351
21 H 0.347 -3.864 1.939  C69 1.057
22 Cl 7.806 3.318 1.006  C50 1.755
23 F 3.839 -0.169 -1.812  C67 1.252
24 H -2.353 -3.355 -0.197  N36 0.998
25 C 0.624 -1.739 -0.421  N77 1.319, N86 1.379, N89 1.258
26 F 5.256 -0.776 -0.536  C67 1.236
27 H -0.337 -4.189 0.397  C69 1.063
28 C -6.672 0.686 1.488  H15 1.083, H54 1.084, Cl56 1.765, Cl94 1.767
29 H 1.856 -1.831 -1.990  N86 1.009
30 H -10.662 3.980 -3.812  C2 1.082
31 H 5.716 2.305 0.837  C50 1.078
32 H 0.659 1.967 -7.833  C48 1.082
33 H -1.104 0.075 0.540  C80 1.058
34 Cl 6.030 5.554 8.164  C51 1.766
35 Cl 5.349 2.717 7.994  C51 1.771
36 N -2.235 -2.629 -0.872  H24 0.998, C58 1.435, H87 1.002
37 H -0.210 -9.006 1.004  C9 1.083
38 F 3.828 0.422 0.166  C67 1.232
39 H -3.667 -0.998 -1.961  N3 1.008
40 H 7.447 3.742 7.689  C51 1.082
41 H 5.748 1.084 -5.644  C57 1.082
42 H 3.231 -7.841 1.442  C95 1.082
43 C -5.743 2.098 -2.898  Cl6 1.774, H14 1.082, H17 1.082, Cl59 1.766
44 S 3.159 -2.051 -0.156  O20 1.351, C67 1.854, N86 1.676, O91 1.379
45 H -2.330 -2.170 1.506  N66 1.003
46 H 3.921 -6.281 1.932  C95 1.082
47 H 0.678 -1.693 1.509  N77 1.013
48 C 0.020 2.663 -7.307  Cl19 1.772, H32 1.082, H84 1.082, Cl96 1.764
49 C -1.222 5.498 -4.410  H1 1.083, Cl7 1.767, Cl61 1.766, H75 1.082
50 C 6.575 2.371 0.188  Cl22 1.755, H31 1.078, H55 1.083, Cl70 1.771
51 C 6.430 4.001 7.427  H16 1.082, Cl34 1.766, Cl35 1.771, H40 1.082
52 C 1.298 3.468 4.359  Cl18 1.773, H71 1.082, Cl79 1.766, H93 1.082
53 H -3.715 0.468 4.282  C88 1.083
54 H -6.399 1.139 0.541  C28 1.084
55 H 6.973 1.383 -0.009  C50 1.083
56 Cl -8.431 0.666 1.634  C28 1.765
57 C 4.984 1.197 -4.887  Cl8 1.765, Cl12 1.773, H41 1.082, H81 1.083
58 C -2.510 -1.330 -0.327  N3 1.444, N36 1.435, N66 1.458, C80 1.568
59 Cl -6.623 1.792 -1.397  C43 1.766
60 Cl 2.183 -6.972 3.357  C95 1.763
61 Cl -0.794 6.531 -3.044  C49 1.766
62 Cl -8.631 4.206 -2.652  C2 1.767
63 C 5.612 1.061 4.017  H11 1.082, Cl76 1.773, H85 1.082, Cl92 1.772
64 H -1.587 0.477 -1.039  C80 1.062
65 H -3.135 -0.420 5.705  C88 1.082
66 N -2.816 -1.393 1.098  H45 1.003, C58 1.458, H74 1.016
67 C 4.056 -0.496 -0.623  F23 1.252, F26 1.236, F38 1.232, S44 1.854
68 Cl -1.329 -7.124 0.146  C9 1.772
69 C 0.433 -3.661 0.905  H21 1.057, H27 1.063, N77 1.489, H90 1.088
70 Cl 6.057 3.082 -1.349  C50 1.771
71 H 1.782 3.976 5.182  C52 1.082
72 Cl -1.956 -9.954 -0.245  C9 1.761
73 H -10.497 2.788 -2.506  C2 1.082
74 H -3.810 -1.436 1.302  N66 1.016
75 H -1.514 6.124 -5.243  C49 1.082
76 Cl 6.511 2.590 4.013  C63 1.773
77 N 0.228 -2.195 0.752  C25 1.319, H47 1.013, C69 1.489
78 Cl 1.992 -6.014 0.606  C95 1.778
79 Cl -0.442 3.429 4.659  C52 1.766
80 C -1.301 -0.335 -0.416  H33 1.058, C58 1.568, H64 1.062, N89 1.450
81 H 5.418 1.107 -3.899  C57 1.083
82 H -3.708 0.211 -0.881  N3 1.009
83 Cl -9.447 2.082 -4.488  C2 1.769
84 H 0.554 3.582 -7.104  C48 1.082
85 H 6.316 0.249 4.131  C63 1.082
86 N 1.755 -2.204 -1.058  C25 1.379, H29 1.009, S44 1.676
87 H -2.746 -2.823 -1.711  N36 1.002
88 C -3.035 -0.296 4.635  Cl4 1.766, Cl5 1.769, H53 1.083, H65 1.082
89 N -0.088 -0.876 -0.996  H13 1.004, C25 1.258, C80 1.450
90 H 1.378 -4.041 0.519  C69 1.088
91 O 2.939 -2.023 1.205  S44 1.379
92 Cl 4.698 0.818 2.519  C63 1.772
93 H 1.478 3.999 3.434  C52 1.082
94 Cl -5.978 -0.939 1.466  C28 1.767
95 C 3.007 -6.846 1.804  H42 1.082, H46 1.082, Cl60 1.763, Cl78 1.778
96 Cl -1.378 3.033 -8.318  C48 1.764

Below is an isolated molecule of C7H13Cl2N at a distorted geometry, with properties calculated with ωB97M-V with the def2-TZVPD basis set.

Summary:
* relative energy (zero: lowest compared OMol25 entry of this formula, charge and spin): 41.7 kcal per mole
* max |F|: 5.66 eV/Å
* HOMO: -8.48 eV
* HOMO-LUMO gap: 9.28 eV
* E_tot: -34002.079 eV
* lowest unoccupied orbital energy: 0.7988 eV

Bonds (Å) are listed after each position.
Element x y z (Å)
1 C -1.231 -0.296 0.842  H2 1.128, C8 1.572, H21 1.032, C22 1.548
2 H -0.782 -0.451 1.866  C1 1.128
3 C 1.117 0.185 0.020  N5 1.348, Cl7 1.907, Cl12 1.710
4 H -1.282 -1.756 -0.841  C8 1.089
5 N 0.690 -1.056 -0.287  C3 1.348, C8 1.409, C17 1.484
6 C -1.020 1.120 -1.392  H9 1.083, H13 1.151, C22 1.531, H23 1.087
7 Cl 2.001 0.204 1.709  C3 1.907
8 C -0.630 -1.466 -0.018  C1 1.572, H4 1.089, N5 1.409, H10 1.089
9 H -0.082 1.485 -1.791  C6 1.083
10 H -0.786 -2.268 0.701  C8 1.089
11 C -0.471 2.255 0.893  H18 1.068, H19 1.120, H20 1.078, C22 1.502
12 Cl 2.118 1.013 -1.092  C3 1.710
13 H -1.701 2.031 -1.569  C6 1.151
14 H 1.374 -3.082 -0.808  C17 1.144
15 H 2.041 -2.428 0.647  C17 1.040
16 H 2.434 -1.878 -0.993  C17 1.027
17 C 1.723 -2.121 -0.293  N5 1.484, H14 1.144, H15 1.040, H16 1.027
18 H -0.632 1.950 1.904  C11 1.068
19 H -1.054 3.139 0.527  C11 1.120
20 H 0.577 2.510 0.895  C11 1.078
21 H -2.261 -0.331 0.889  C1 1.032
22 C -0.834 1.017 0.125  C1 1.548, C6 1.531, C11 1.502
23 H -1.308 0.225 -1.936  C6 1.087

Below is a cluster of 2 separate species, C5H8NO in total at a distorted geometry, with properties calculated with ωB97M-V with the def2-TZVPD basis set.

Summary:
* relative energy (zero: lowest compared OMol25 entry of this formula, charge and spin): 144.5 kcal per mole
* max |F|: 5.53 eV/Å
* HOMO: -14.32 eV
* HOMO-LUMO gap: 9.24 eV
* total charge: +1
* E_tot: -8838.494 eV
* lowest unoccupied orbital energy: -5.0783 eV

Bonds (Å) are listed after each position.
Element x y z (Å)
1 H -0.745 -1.892 -2.346  C7 1.032
2 C 0.784 2.018 0.258  H8 1.100, N14 1.171
3 C -0.425 -0.817 0.604  C5 1.436, C10 1.215
4 H -1.677 -0.910 -1.331  C7 1.038
5 C -0.205 -1.957 -0.240  C3 1.436, C7 1.619, H9 1.035, H15 1.093
6 H -0.924 0.703 2.161  C10 1.033
7 C -1.268 -1.856 -1.457  H1 1.032, H4 1.038, C5 1.619, H12 1.024
8 H 0.230 1.068 0.269  C2 1.100
9 H -0.357 -2.794 0.349  C5 1.035
10 C -0.653 0.103 1.365  C3 1.215, H6 1.033
11 H 2.517 4.396 0.643  O13 0.937
12 H -1.941 -2.616 -1.327  C7 1.024
13 O 2.327 3.646 1.172  H11 0.937, N14 1.290
14 N 1.518 2.896 0.503  C2 1.171, O13 1.290
15 H 0.819 -1.988 -0.622  C5 1.093

Below is the ion C3H7N2O with charge +1 at a distorted geometry, with properties calculated with ωB97M-V with the def2-TZVPD basis set.

Summary:
* relative energy (zero: lowest compared OMol25 entry of this formula, charge and spin): 128.5 kcal per mole
* max |F|: 5.02 eV/Å
* HOMO: -16.60 eV
* HOMO-LUMO gap: 11.29 eV
* total charge: +1
* SMILES: CCCO[N+]#N
* E_tot: -8240.565 eV
* lowest unoccupied orbital energy: -5.3098 eV

Bonds (Å) are listed after each position.
Element x y z (Å)
1 C 0.746 0.614 -0.361  C5 1.485, H6 1.107, O8 1.567, H10 1.128
2 H -0.941 0.348 0.557  C5 1.037
3 N 0.894 0.597 3.052  N4 1.106
4 N 1.041 0.930 2.008  N3 1.106, O8 1.208
5 C -0.357 -0.310 0.008  C1 1.485, H2 1.037, C9 1.458, H13 1.194
6 H 1.609 0.062 -0.780  C1 1.107
7 H -0.389 -1.462 -1.794  C9 1.094
8 O 1.359 1.306 0.905  C1 1.567, N4 1.208
9 C -1.053 -0.901 -1.129  C5 1.458, H7 1.094, H11 1.093, H12 1.065
10 H 0.376 1.469 -0.996  C1 1.128
11 H -1.848 -1.504 -0.683  C9 1.093
12 H -1.447 -0.023 -1.584  C9 1.065
13 H 0.012 -1.127 0.796  C5 1.194

Below is an isolated molecule of CH3N3S2 at a distorted geometry, with properties calculated with ωB97M-V with the def2-TZVPD basis set.

Summary:
* relative energy (zero: lowest compared OMol25 entry of this formula, charge and spin): 4.4 kcal per mole
* max |F|: 3.20 eV/Å
* HOMO: -8.37 eV
* HOMO-LUMO gap: 8.81 eV
* SMILES: c1ns[nH]s[nH]1
* E_tot: -27224.275 eV
* lowest unoccupied orbital energy: 0.4430 eV

Bonds (Å) are listed after each position.
Element x y z (Å)
1 N -1.383 1.008 0.582  S2 1.748, H4 1.083, S7 1.695
2 S -1.872 -0.607 0.128  N1 1.748, N9 1.633
3 H 1.914 0.782 -0.361  N6 1.006
4 H -1.240 1.019 1.656  N1 1.083
5 H 1.334 -1.805 -0.921  C8 1.183
6 N 1.134 0.293 0.045  H3 1.006, S7 1.833, C8 1.380
7 S -0.095 1.594 -0.351  N1 1.695, N6 1.833
8 C 0.706 -0.927 -0.438  H5 1.183, N6 1.380, N9 1.281
9 N -0.497 -1.357 -0.339  S2 1.633, C8 1.281

Question: Which of these has the highest max |F|?
Answer: C18H40Cl26F3N6O2S

Question: The lowest E_tot belongs to which entry?
Answer: C18H40Cl26F3N6O2S

Question: Among the records above, which one has the highest max |F|?
Answer: C18H40Cl26F3N6O2S